C2H6ClO2P | wB97M-V/def2-TZVPD

The structure (SMILES) is CP(Cl)OCO. As for the HOMO energy: -9.15 eV. The calculation puts the molar mass at 128.50 g/mol. As for the net charge: 0. As for the energy above the lowest of the compared OMol25 structures with the same formula, charge and spin: 173.0 kJ/mol. For the gap between HOMO and LUMO, the calculation gives 0.366 Eh. As for the spin multiplicity: 1.

Last column: natural (NBO) charge in e.
Geometry (Å):
C 1.351898 -1.073676 -0.378553  0.24
C -1.508027 1.678188 0.203335  -0.92
O 1.919694 -1.454442 0.784716  -0.69
O 0.329742 -0.108514 -0.274978  -0.85
P -1.279180 -0.010985 -0.744972  1.07
Cl -2.043851 -1.223797 0.686247  -0.33
H 2.613213 -0.844909 0.942022  0.47
H 2.203159 -0.713244 -1.082783  0.14
H 0.968397 -2.024823 -0.951014  0.15
H -1.457310 2.496264 -0.537086  0.22
H -2.527541 1.600440 0.611763  0.24
H -0.570191 1.679502 0.741307  0.25

Cartesian forces (eV/Å) of the 6 atoms listed first:
0.0 -1.8 -4.6
-0.1 -1.4 -2.5
-0.9 -0.8 1.0
0.1 0.7 0.1
1.5 1.2 0.5
-0.6 -0.5 0.6